Below is 2 unconnected molecules or ions with the total composition C5H8BN3 in a non-equilibrium geometry, with properties calculated with ωB97M-V with the def2-TZVPD basis set.

Output
Energy relative to the best compared isomer or geometry (same formula, charge and spin) (eV): 0.652
HOMO (eV): -8.51

```
17
C5H8BN3 | the Open Molecules 2025 dataset | ωB97M-V with the def2-TZVPD basis set
B 1.997 0.071 -0.046
C -2.384 -1.160 0.152
C -0.981 -1.208 0.223
C -2.955 0.119 -0.024
C -0.979 1.140 -0.151
C -0.285 -0.040 0.026
N -2.273 1.179 -0.264
N 2.233 1.313 0.435
N 2.832 -0.860 -0.597
H -3.052 -1.891 0.514
H -0.388 -2.014 0.474
H -4.090 0.286 0.013
H -0.421 1.959 -0.615
H 1.369 1.879 0.762
H 3.067 1.829 0.551
H 2.408 -1.784 -0.771
H 3.901 -0.818 -0.684
```